C5H9NS2 | ωB97M-V/def2-TZVPD

Geometry (Å):
C -2.700 0.597 0.049
C -1.328 1.194 0.030
C -0.188 0.434 0.043
C 2.444 -0.081 -0.326
C 1.750 -1.240 0.267
H -3.778 -1.137 -0.532
H -2.433 -1.251 0.769
H -3.291 1.160 0.931
H -3.484 1.159 -0.938
H -1.265 2.152 -0.104
H 3.371 0.050 -0.069
H 2.726 -0.209 -1.484
H 2.109 -1.153 1.460
H 2.115 -2.381 0.005
N -2.758 -0.801 -0.109
S 1.409 1.355 0.075
S 0.051 -1.243 -0.053

orbital gap: 8.356 eV
E_LUMO: 0.73 eV
ΔE to the lowest compared entry with this formula, charge and spin: 90.2 kcal per mole
maximum force: 7.30 eV Å⁻¹

C19H24BF18N2O5 | ωB97M-V/def2-TZVPD

Geometry (Å):
C 0.466 0.881 -3.793
C -0.111 1.298 -2.412
O 0.672 0.883 -1.319
C 1.943 1.576 -1.232
B 2.017 2.748 -0.079
C 3.531 2.642 0.598
C 4.619 2.707 -0.469
N 5.376 1.737 -0.715
C 0.943 2.510 1.142
C -0.425 3.173 0.924
F -1.465 2.280 1.301
C 1.944 4.278 -0.706
O 2.503 5.214 -0.248
N 1.152 4.524 -1.958
C 1.646 5.564 -2.728
O 1.021 6.508 -2.979
F 2.866 5.413 -3.187
H -0.261 0.380 -4.432
H 0.810 1.801 -4.291
H 1.368 0.303 -3.624
H -1.075 0.773 -2.305
H -0.361 2.367 -2.365
H 2.275 2.012 -2.190
H 2.690 0.805 -0.986
H 3.644 1.738 1.217
H 3.731 3.499 1.264
H 4.713 3.650 -1.016
H 5.130 0.965 -0.096
H 0.724 1.442 1.279
H 1.415 2.858 2.072
H -0.578 3.352 -0.144
H -0.550 4.071 1.536
H 0.228 4.822 -1.663
C 2.850 -3.254 -0.475
C 2.508 -2.660 -1.850
C 1.049 -2.273 -2.071
F 0.223 -3.345 -1.972
F 0.896 -1.764 -3.318
F 2.935 -3.507 -2.821
F 3.248 -1.529 -1.981
O 2.922 -4.673 -0.386
C 1.755 -5.380 -0.181
C 1.428 -6.294 -1.363
F 1.299 -5.586 -2.502
F 0.251 -6.931 -1.144
F 0.740 -4.552 0.118
F 1.958 -6.156 0.912
H 3.864 -2.924 -0.256
H 2.235 -2.829 0.318
H 0.729 -1.509 -1.355
H 2.215 -7.037 -1.504
C -4.016 -0.141 4.068
C -3.125 -0.949 3.112
C -3.282 -0.641 1.625
F -4.537 -0.901 1.185
F -2.442 -1.424 0.905
F -3.300 -2.271 3.352
F -1.838 -0.667 3.447
O -5.212 -0.767 4.517
C -6.337 -0.690 3.721
C -6.778 -2.066 3.222
F -5.800 -2.662 2.515
F -7.853 -1.939 2.406
F -6.150 0.181 2.714
F -7.325 -0.181 4.495
H -3.431 -0.009 4.976
H -4.201 0.868 3.700
H -3.037 0.403 1.411
H -7.043 -2.714 4.061

orbital gap: 7.886 eV
E_LUMO: 2.24 eV
ΔE to the lowest compared entry with this formula, charge and spin: 0.0 kcal per mole
maximum force: 3.89 eV Å⁻¹
total charge: -1

C5H17NO5 | ωB97M-V/def2-TZVPD

Geometry (Å):
C -1.469 -0.818 0.129
N -1.336 -2.051 0.943
C 0.074 -2.362 1.213
O 0.656 -2.684 0.080
C -1.499 -0.980 -1.410
C -0.596 0.265 -1.813
C -1.534 1.517 -1.756
O -1.108 2.486 -1.302
H -2.401 -0.432 0.412
H -0.689 -0.120 0.388
H -1.899 -2.821 0.622
H 0.215 -3.311 1.912
H 0.454 -1.466 1.721
H 1.330 -1.990 -0.224
H -0.888 -1.885 -1.501
H -2.538 -0.941 -1.788
H -0.177 0.145 -2.774
H 0.404 0.258 -1.317
H -2.608 1.352 -2.120
H 3.102 0.182 0.850
H 1.786 0.461 0.572
O 2.416 -0.216 0.198
H 1.859 3.007 -0.284
H 0.434 2.313 -0.282
O 1.278 2.390 0.110
H 0.829 1.441 3.130
H 1.432 2.184 1.877
O 1.614 1.805 2.667

orbital gap (alpha / beta): 11.175 / 5.947 eV
E_LUMO (alpha / beta): -2.84 / -8.06 eV
spin multiplicity: 2
⟨S²⟩: 0.7549
ΔE to the lowest compared entry with this formula, charge and spin: 46.7 kcal per mole
maximum force: 5.81 eV Å⁻¹
total charge: +1

These records have DFT total energy values of -1046.90465 -3046.61799 -631.26099 hartree, in the order they appear.